1.
A structure of composition C12H27NO5Ti in a non-equilibrium geometry. Source: the Open Molecules 2025 dataset; level of theory: ωB97M-V with the def2-TZVPD basis set.

ORCA input file:
```
! RIJCOSX wB97M-V def2-TZVPD def2/J DEFGRID3
* xyz -1 4
Ti 0.220 -0.991 -0.104
O 0.051 0.080 1.944
C -1.267 0.568 2.077
C -2.245 0.053 3.188
O -2.016 0.129 4.603
H -1.672 0.407 1.078
H -1.256 1.654 2.168
H -2.278 -1.028 3.052
H -3.261 0.394 2.989
N 3.190 -0.603 -0.106
C 2.916 -1.951 -0.091
C 2.309 -2.234 -1.289
C 2.101 -1.085 -2.007
C 2.709 -0.079 -1.283
H 3.729 -0.120 0.597
H 3.191 -2.618 0.712
H 2.031 -3.226 -1.613
H 1.632 -0.936 -2.969
H 2.807 0.991 -1.395
C -1.926 -3.720 1.329
C -1.773 -4.038 -0.196
O -0.997 -2.996 -0.797
H -1.020 -3.552 1.911
H -2.478 -4.555 1.760
H -2.446 -2.787 1.551
H -2.787 -4.048 -0.596
H -1.362 -5.036 -0.349
H -1.000 -3.174 -1.740
C -1.537 2.506 -1.884
C -0.940 1.241 -2.525
O -1.376 0.029 -1.900
H -2.620 2.420 -1.798
H -1.264 3.443 -2.370
H -1.275 2.540 -0.827
H 0.149 1.218 -2.567
H -1.081 1.294 -3.605
H -2.327 -0.071 -1.985
C 2.132 4.047 -0.053
C 1.363 3.196 0.936
O 1.914 1.918 0.994
H 3.178 3.816 0.150
H 1.864 5.090 0.114
H 1.902 3.949 -1.114
H 0.310 3.095 0.675
H 1.299 3.409 2.003
H 1.208 1.361 1.331
*
```

Calculated values
- Highest occupied orbital energy (spin up / spin down): -1.36 / -1.39 eV
- LUMO energy (spin up / spin down): 2.02 / 1.83 eV
- ⟨S²⟩: 3.76
- M: 313.2 g/mol
- Frontier orbital gap (spin up / spin down): 3.38 / 3.22 eV

For each atom in turn, the natural (NBO) charge in e is: Ti 0.81; O -1.02; C -0.06; C -0.08; O -0.98; H 0.08; H 0.11; H 0.09; H 0.09; N -0.50; C -0.14; C -0.36; C -0.40; C -0.07; H 0.44; H 0.23; H 0.22; H 0.23; H 0.24; C -0.64; C -0.06; O -0.74; H 0.24; H 0.20; H 0.24; H 0.16; H 0.16; H 0.47; C -0.65; C -0.06; O -0.73; H 0.20; H 0.21; H 0.24; H 0.19; H 0.15; H 0.48; C -0.63; C -0.07; O -0.78; H 0.21; H 0.20; H 0.20; H 0.16; H 0.18; H 0.53

---

2.
A structure of composition C12H28AgF2N4O4 in a non-equilibrium geometry. Source: the Open Molecules 2025 dataset; level of theory: ωB97M-V with the def2-TZVPD basis set.

ORCA input file:
```
! RIJCOSX wB97M-V def2-TZVPD def2/J DEFGRID3
* xyz -1 1
Ag 0.500 0.867 -1.616
F 1.217 3.132 -1.877
F 2.446 0.232 -2.564
C 5.237 0.414 1.876
O 5.755 -0.669 1.709
N 4.017 0.788 1.458
C 3.143 -0.123 0.760
C 3.409 1.998 1.921
H 5.739 1.227 2.438
H 3.694 -0.871 0.205
H 2.588 0.440 0.008
H 2.379 -0.526 1.435
H 3.186 2.690 1.105
H 2.469 1.787 2.450
H 4.048 2.479 2.667
C -0.461 -2.086 0.417
O -0.177 -1.441 -0.546
N -1.260 -3.196 0.421
C -1.197 -4.136 1.519
C -1.902 -3.644 -0.785
H -0.137 -1.829 1.444
H -0.988 -3.588 2.436
H -0.366 -4.842 1.374
H -2.102 -4.739 1.548
H -2.979 -3.743 -0.645
H -1.654 -3.010 -1.635
H -1.487 -4.615 -1.103
C -2.983 -0.017 -2.488
O -2.137 0.703 -2.012
N -2.737 -0.850 -3.530
C -3.633 -1.931 -3.826
C -1.383 -0.954 -4.020
H -4.002 -0.046 -2.068
H -3.227 -2.912 -3.533
H -3.768 -2.013 -4.910
H -4.602 -1.847 -3.340
H -0.935 0.021 -4.218
H -0.717 -1.444 -3.302
H -1.374 -1.479 -4.976
C 0.208 2.662 0.880
O 0.122 1.483 0.636
N -0.353 3.274 1.964
C -0.007 4.633 2.315
C -1.011 2.496 2.976
H 0.755 3.337 0.198
H 0.304 5.161 1.410
H 0.836 4.717 3.014
H -0.858 5.181 2.725
H -2.049 2.827 3.096
H -1.093 1.458 2.664
H -0.472 2.546 3.925
*
```

Calculated values
- Highest occupied orbital energy: -3.58 eV
- LUMO energy: 2.37 eV
- M: 438.2 g/mol
- Frontier orbital gap: 5.95 eV
- Energy above the lowest of the compared OMol25 structures with the same formula, charge and spin: 0.4711 eV

For each atom in turn, the natural (NBO) charge in e is: Ag 0.92; F -0.95; F -0.95; C 0.54; O -0.64; N -0.42; C -0.43; C -0.40; H 0.08; H 0.24; H 0.26; H 0.17; H 0.22; H 0.18; H 0.19; C 0.55; O -0.58; N -0.45; C -0.40; C -0.42; H 0.10; H 0.21; H 0.18; H 0.20; H 0.19; H 0.24; H 0.19; C 0.53; O -0.60; N -0.44; C -0.40; C -0.44; H 0.10; H 0.18; H 0.19; H 0.20; H 0.25; H 0.23; H 0.19; C 0.52; O -0.67; N -0.45; C -0.41; C -0.42; H 0.21; H 0.23; H 0.18; H 0.19; H 0.19; H 0.24; H 0.18

---

3.
A structure of composition C12H28AgFN4O4 in a non-equilibrium geometry. Source: the Open Molecules 2025 dataset; level of theory: ωB97M-V with the def2-TZVPD basis set.

ORCA input file:
```
! RIJCOSX wB97M-V def2-TZVPD def2/J DEFGRID3
* xyz 0 1
Ag 0.521 2.202 -2.294
F 0.557 0.356 -0.967
C 3.450 1.838 -0.792
O 2.967 2.399 -1.750
N 4.703 2.037 -0.333
C 5.135 1.407 0.896
C 5.669 2.925 -0.914
H 2.876 1.133 -0.180
H 4.359 0.839 1.409
H 5.424 2.182 1.615
H 5.997 0.754 0.749
H 5.239 3.515 -1.718
H 6.090 3.593 -0.155
H 6.548 2.390 -1.292
C -2.569 3.439 -1.926
O -1.434 3.459 -2.380
N -2.947 2.754 -0.840
C -4.322 2.849 -0.377
C -1.961 2.065 -0.011
H -3.371 3.993 -2.434
H -4.915 1.952 -0.573
H -4.853 3.630 -0.925
H -4.325 3.084 0.685
H -1.201 2.756 0.355
H -2.412 1.662 0.894
H -1.538 1.255 -0.602
C -1.060 -2.840 -1.533
O -0.615 -3.823 -2.093
N -2.269 -2.841 -0.909
C -2.812 -1.646 -0.291
C -3.058 -4.036 -0.719
H -0.611 -1.841 -1.380
H -2.481 -0.756 -0.817
H -2.687 -1.559 0.795
H -3.899 -1.772 -0.360
H -3.051 -4.286 0.350
H -4.112 -3.866 -0.955
H -2.719 -4.898 -1.284
C -0.352 -0.936 1.817
O -1.015 -0.445 2.727
N 0.312 -2.100 1.896
C 1.209 -2.478 0.813
C 0.287 -2.937 3.083
H -0.201 -0.418 0.855
H 0.891 -3.397 0.320
H 2.198 -2.637 1.265
H 1.426 -1.725 0.055
H -0.305 -3.835 2.949
H 1.325 -3.093 3.385
H -0.088 -2.305 3.889
*
```

Calculated values
- Highest occupied orbital energy: -8.67 eV
- LUMO energy: 0.38 eV
- M: 419.2 g/mol
- Frontier orbital gap: 9.05 eV
- Energy above the lowest of the compared OMol25 structures with the same formula, charge and spin: 0.0000 eV

For each atom in turn, the natural (NBO) charge in e is: Ag 0.92; F -0.94; C 0.55; O -0.69; N -0.42; C -0.41; C -0.42; H 0.16; H 0.22; H 0.19; H 0.20; H 0.24; H 0.20; H 0.20; C 0.55; O -0.72; N -0.40; C -0.40; C -0.45; H 0.13; H 0.20; H 0.21; H 0.21; H 0.22; H 0.23; H 0.25; C 0.52; O -0.63; N -0.44; C -0.42; C -0.42; H 0.15; H 0.21; H 0.21; H 0.19; H 0.19; H 0.19; H 0.24; C 0.50; O -0.68; N -0.43; C -0.43; C -0.43; H 0.18; H 0.20; H 0.18; H 0.26; H 0.20; H 0.19; H 0.24

---

4.
A structure of composition C12H28AgN5O7 in a non-equilibrium geometry. Source: the Open Molecules 2025 dataset; level of theory: ωB97M-V with the def2-TZVPD basis set.

ORCA input file:
```
! RIJCOSX wB97M-V def2-TZVPD def2/J DEFGRID3
* xyz 0 1
Ag -20.972 -6.253 21.765
N -18.105 -8.208 21.151
O -18.037 -8.090 19.926
O -17.209 -8.758 21.808
O -19.067 -7.681 21.783
C -17.434 -5.076 19.488
C -18.799 -4.477 19.231
O -19.789 -4.901 19.818
N -18.841 -3.393 18.441
C -20.068 -2.655 18.168
H -17.382 -5.645 20.411
H -16.700 -4.269 19.539
H -17.212 -5.806 18.708
H -18.056 -3.036 17.928
H -20.132 -1.770 18.813
H -20.937 -3.210 18.515
H -20.112 -2.339 17.131
C -19.699 -4.157 25.450
C -19.927 -5.620 25.124
O -20.151 -5.938 23.962
N -19.866 -6.578 26.080
C -19.570 -6.406 27.486
H -18.768 -3.840 24.988
H -19.643 -3.906 26.510
H -20.590 -3.643 25.095
H -20.091 -7.488 25.707
H -18.651 -6.928 27.772
H -20.367 -6.823 28.099
H -19.346 -5.389 27.793
C -24.331 -3.178 23.090
C -22.974 -3.459 22.508
O -22.705 -4.438 21.828
N -21.994 -2.567 22.827
C -20.678 -2.623 22.191
H -25.026 -3.725 22.447
H -24.681 -2.159 22.913
H -24.370 -3.481 24.132
H -22.066 -1.813 23.483
H -20.607 -1.995 21.299
H -20.192 -3.571 21.988
H -20.044 -2.091 22.912
C -22.554 -9.661 21.533
C -23.306 -8.407 21.152
O -22.664 -7.494 20.627
N -24.623 -8.333 21.370
C -25.384 -9.037 22.396
H -23.145 -10.568 21.677
H -21.947 -9.529 22.430
H -21.866 -9.898 20.722
H -24.999 -7.443 21.064
H -25.034 -10.062 22.507
H -26.400 -9.134 22.021
H -25.266 -8.577 23.376
*
```

Calculated values
- Highest occupied orbital energy: -7.12 eV
- LUMO energy: 0.24 eV
- M: 462.3 g/mol
- Frontier orbital gap: 7.36 eV
- Energy above the lowest of the compared OMol25 structures with the same formula, charge and spin: 1.4326 eV

For each atom in turn, the natural (NBO) charge in e is: Ag 0.93; N 0.72; O -0.52; O -0.52; O -0.65; C -0.71; C 0.69; O -0.67; N -0.61; C -0.43; H 0.26; H 0.20; H 0.26; H 0.40; H 0.18; H 0.24; H 0.20; C -0.71; C 0.69; O -0.68; N -0.60; C -0.42; H 0.25; H 0.21; H 0.24; H 0.42; H 0.20; H 0.20; H 0.21; C -0.72; C 0.68; O -0.65; N -0.62; C -0.42; H 0.24; H 0.23; H 0.24; H 0.40; H 0.19; H 0.24; H 0.19; C -0.73; C 0.69; O -0.68; N -0.60; C -0.41; H 0.21; H 0.25; H 0.26; H 0.40; H 0.21; H 0.21; H 0.20